Formula: C19H22BrN2O16P3
Source: the OMol25 dataset
Level of theory: ωB97M-V with the def2-TZVPD basis set

Element x y z (Å)
N -2.315859 3.304056 4.816807
P -3.772567 3.476894 3.817421
O -5.120028 2.992709 4.699193
C -3.478142 2.292564 2.360658
C -2.564022 2.718056 1.440174
Br -1.616717 4.408041 1.556667
C -2.280528 1.817249 0.201834
O -2.024791 2.370569 -0.836412
C -2.396507 0.291268 0.395680
C -3.393097 -0.167273 1.402736
C -3.567265 -1.603222 1.587540
P -4.840265 -2.294099 2.807698
O -4.197516 -1.868017 4.325419
O -4.636021 -3.987001 2.740057
C -2.785594 -2.603207 0.836285
C -1.795780 -2.137929 -0.127109
O -1.069071 -3.090726 -0.806985
C -1.595740 -0.692392 -0.343828
P -0.315043 -0.012020 -1.554810
N 1.095423 -1.073393 -1.446701
O -0.952230 -0.051184 -3.118062
C -4.194837 0.914324 2.198216
O -5.291524 0.707640 2.643187
H -1.482895 3.451763 4.237625
H -2.286859 2.312537 5.093060
H -5.017366 3.432812 5.568920
H -3.224486 -1.873062 4.211493
H -3.707707 -4.176051 2.994583
H -2.944981 -3.700690 0.965287
H -1.049311 -2.903690 -1.764139
H 1.873048 -0.410281 -1.365307
H 1.017631 -1.465259 -0.495340
H -0.588485 0.758902 -3.519376
C 2.390880 2.398986 -6.662051
C 2.084289 1.000552 -7.119230
O 1.933723 0.293439 -5.890833
C 1.600587 1.201024 -4.940201
O 1.239887 0.917829 -3.836995
O 1.727928 2.470542 -5.402189
H 2.009824 3.156288 -7.345724
H 3.459910 2.565456 -6.508559
H 1.148380 0.938164 -7.679880
H 2.885128 0.571383 -7.719729
C 0.281197 0.927691 3.039354
C 1.362117 1.924344 3.350148
O 2.421070 1.522792 2.485715
C 1.865516 0.842872 1.451357
O 2.458654 0.517208 0.469131
O 0.546253 0.584355 1.682054
H -0.719599 1.348101 3.144912
H 0.353613 0.025334 3.652370
H 1.072036 2.948793 3.101406
H 1.676543 1.888876 4.392567
C 4.074625 -2.778452 -0.370513
C 4.827975 -2.126839 -1.494104
O 6.078341 -2.812169 -1.474694
C 5.869184 -4.021910 -0.886738
O 6.667419 -4.903679 -0.861786
O 4.628768 -4.091080 -0.332017
H 3.001623 -2.815236 -0.553748
H 4.254453 -2.291606 0.591785
H 4.351498 -2.285477 -2.464938
H 4.967313 -1.057470 -1.339343

Cartesian forces, eV/Å:
N -1.3 -1.8 -0.3
P -0.1 2.1 -0.9
O 2.0 -0.5 0.2
C 0.4 -0.5 0.3
C -0.9 -1.5 0.6
Br -0.5 -1.1 -0.3
C 0.1 0.6 0.1
O -0.1 -0.6 0.2
C -0.8 -1.9 1.0
C 1.6 -0.6 -1.3
C 1.5 -0.6 -0.4
P -1.3 -0.4 0.5
O 0.9 -0.5 -2.0
O 1.4 2.0 0.2
C 0.5 2.5 -0.4
C -1.5 1.3 1.1
O -0.7 0.7 0.2
C -1.2 -1.0 -0.1
P 0.8 2.2 0.0
N -1.4 -0.3 0.4
O -0.3 -1.1 1.6
C 1.2 -0.2 -1.0
O 0.5 0.1 0.1
H -0.5 0.3 0.1
H 0.3 0.4 0.3
H -0.3 -0.3 -0.5
H -0.5 0.1 0.5
H -0.6 -0.4 -0.1
H 0.1 1.2 -0.1
H 0.2 0.2 0.5
H -0.5 -0.2 -0.2
H 0.2 -0.1 -0.6
H -0.2 -0.5 0.3
C 0.3 0.5 -0.4
C 0.1 -0.2 -0.6
O -0.1 0.4 0.4
C 0.0 -0.1 0.2
O 0.7 0.5 -0.6
O -0.1 -0.5 0.1
H -0.1 0.0 0.2
H 0.0 0.0 0.0
H 0.0 0.0 0.1
H 0.0 -0.1 0.2
C -0.5 -0.2 0.4
C 0.0 0.5 0.5
O -0.3 -0.3 -0.3
C 0.2 0.0 -0.3
O 0.0 0.1 0.6
O 0.6 0.1 -0.1
H 0.0 -0.1 -0.2
H 0.0 0.0 0.0
H 0.0 -0.1 -0.1
H 0.2 0.0 -0.1
C -0.6 0.2 0.4
C -0.2 0.5 -0.4
O -0.1 -0.3 0.3
C 0.3 -0.3 0.0
O -0.2 0.2 0.0
O 0.4 0.1 -0.3
H 0.1 -0.2 0.0
H 0.0 0.0 -0.1
H 0.0 0.0 0.1
H 0.2 -0.1 0.0

Summary:
Structure (SMILES): NP(O)C1=C(Br)C(=O)c2c(c(P(O)O)cc(O)c2P(N)O)C1=O.O=C1OCCO1.O=C1OCCO1.O=C1OCCO1
Gap between HOMO and LUMO: 6.3 eV
LUMO: -1.42 eV
HOMO level: -7.711 eV
2S+1: 1